Here is a 2-piece molecular cluster, C12H17N overall from OMol25. Energies are from ωB97M-V/def2-TZVPD.

```
30
Properties=species:S:1:pos:R:3:forces:R:3
C 1.147 -2.491 0.469 1.4 -1.4 0.1
C 0.354 0.678 2.064 -2.0 0.7 0.7
H -0.790 5.057 -1.305 -0.3 0.3 -0.7
H -1.316 -4.588 -1.698 -0.7 -0.8 -0.3
H -0.463 0.228 2.667 -0.2 -0.1 -0.9
H 1.185 0.148 2.492 1.0 0.3 -0.4
H 0.724 -5.667 -0.603 -0.5 -0.1 0.0
C 0.133 0.715 0.532 0.5 -1.0 0.8
N -1.928 -1.848 -1.135 -0.2 -0.6 -0.3
H 1.964 -1.981 0.989 -0.6 0.3 0.0
H -0.469 3.327 -1.529 0.6 0.0 -0.3
H -1.162 3.930 -0.082 0.8 0.2 -0.3
C -0.900 -2.697 -0.773 0.0 -0.1 -0.2
H 2.105 -4.285 0.960 0.4 -0.5 -0.4
H -2.690 -2.149 -1.714 -0.1 0.3 0.0
H 1.110 5.601 -0.431 0.2 0.1 0.4
H 1.811 4.049 -0.720 -0.4 0.0 0.0
H -2.251 0.319 -0.799 -0.5 -0.4 -0.4
C 0.399 -4.651 -0.405 1.5 0.2 0.2
H 0.233 1.731 2.372 1.0 -0.3 0.3
C 1.339 -3.864 0.332 -1.5 0.8 0.2
C 0.043 -1.894 -0.114 0.1 0.4 0.7
C -0.381 4.174 -0.853 -1.7 -0.4 1.4
H 1.078 4.329 0.822 -0.3 0.1 0.2
H -0.552 1.554 0.357 0.2 -0.3 -0.3
H 1.123 0.941 0.096 -0.5 0.1 -0.1
C 0.953 4.544 -0.233 1.1 -0.3 -0.8
C -0.448 -0.547 -0.058 -0.4 0.5 -0.5
C -1.645 -0.569 -0.710 0.7 0.3 0.5
C -0.707 -4.091 -0.992 0.5 1.8 0.4
```
Positions in Å, forces in eV/Å.

Summary:
**Frontier orbital gap**: 8.758 eV
**Energy above the lowest of the compared OMol25 structures with the same formula, charge and spin**: 1.0269 eV
**LUMO level**: 0.9 eV
**DFT total energy**: -14209.3105 eV
**HOMO**: -7.9 eV
**SMILES**: CCc1c[nH]c2ccccc12.CC

Just the natural (NBO) charges please, in e? Sure, here they are: -0.20 -0.62 0.21 0.21 0.21 0.21 0.21 -0.41 -0.53 0.21 0.21 0.20 0.13 0.21 0.41 0.21 0.21 0.21 -0.21 0.21 -0.24 -0.05 -0.62 0.21 0.21 0.21 -0.62 -0.10 -0.03 -0.25